# 1
{
  "formula": "C42H41N5O2RuS",
  "method": "ωB97M-V/def2-TZVPD",
  "symbols": ["Ru", "S", "C", "C", "C", "C", "C", "C", "C", "C", "C", "N", "H", "H", "H", "H", "H", "H", "C", "C", "C", "C", "C", "C", "C", "N", "C", "C", "C", "C", "C", "C", "C", "N", "C", "C", "C", "C", "H", "H", "H", "H", "H", "H", "H", "H", "H", "H", "H", "H", "H", "H", "H", "H", "H", "H", "H", "H", "H", "H", "H", "H", "O", "C", "N", "C", "C", "O", "N", "C", "C", "C", "C", "C", "C", "C", "C", "C", "C", "C", "C", "H", "H", "H", "H", "H", "H", "H", "H", "H", "H", "H"],
  "coordinates": [[0.859, 1.330, -1.859], [4.821, 3.464, -1.780], [5.146, 1.782, -1.843], [4.012, 1.027, -1.943], [2.830, 1.820, -1.977], [3.130, 3.168, -1.894], [2.034, 4.103, -1.817], [2.130, 5.489, -1.708], [0.980, 6.246, -1.630], [-0.260, 5.614, -1.667], [-0.290, 4.242, -1.774], [0.821, 3.496, -1.844], [6.167, 1.436, -1.820], [4.029, -0.053, -1.982], [3.105, 5.957, -1.689], [1.045, 7.322, -1.543], [-1.184, 6.172, -1.621], [-1.228, 3.704, -1.810], [-5.878, -0.551, -0.509], [-5.329, 0.814, -0.069], [-6.157, 1.935, -0.716], [-5.452, 0.928, 1.450], [-3.888, 0.933, -0.539], [-3.580, 0.861, -1.896], [-2.270, 0.962, -2.313], [-1.260, 1.148, -1.460], [-1.521, 1.199, -0.145], [-2.818, 1.103, 0.335], [-0.345, 1.336, 0.749], [-0.444, 1.332, 2.131], [0.689, 1.430, 2.928], [1.909, 1.552, 2.266], [1.962, 1.543, 0.894], [0.856, 1.439, 0.146], [0.639, 1.382, 4.448], [-0.789, 1.239, 4.972], [1.462, 0.173, 4.918], [1.249, 2.675, 5.007], [-6.912, -0.652, -0.176], [-5.300, -1.368, -0.073], [-5.867, -0.664, -1.593], [-7.194, 1.860, -0.386], [-6.152, 1.868, -1.804], [-5.781, 2.919, -0.430], [-6.501, 0.842, 1.732], [-5.093, 1.892, 1.817], [-4.911, 0.130, 1.964], [-4.352, 0.718, -2.639], [-1.996, 0.870, -3.356], [-3.000, 1.155, 1.396], [-1.415, 1.234, 2.587], [2.839, 1.628, 2.811], [2.900, 1.587, 0.362], [-1.259, 0.317, 4.624], [-1.416, 2.086, 4.684], [-0.770, 1.203, 6.061], [1.060, -0.757, 4.511], [1.433, 0.111, 6.007], [2.507, 0.251, 4.618], [0.685, 3.550, 4.678], [2.287, 2.802, 4.698], [1.229, 2.648, 6.097], [-0.165, -0.691, -3.894], [0.358, -1.292, -2.969], [0.413, -2.630, -2.752], [1.241, -2.972, -1.603], [1.549, -1.550, -1.063], [2.151, -1.284, -0.044], [1.005, -0.645, -1.926], [2.522, -3.705, -2.019], [3.741, -3.467, -1.393], [4.870, -4.186, -1.763], [4.795, -5.155, -2.750], [3.579, -5.406, -3.368], [2.452, -4.687, -3.002], [0.480, -3.784, -0.557], [-0.773, -4.315, -0.837], [-1.437, -5.087, 0.108], [-0.858, -5.330, 1.342], [0.396, -4.803, 1.625], [1.064, -4.040, 0.681], [0.215, -3.256, -3.513], [3.817, -2.717, -0.617], [5.812, -3.986, -1.269], [5.676, -5.715, -3.033], [3.505, -6.167, -4.134], [1.513, -4.922, -3.487], [-1.251, -4.121, -1.788], [-2.410, -5.498, -0.128], [-1.375, -5.933, 2.077], [0.863, -4.997, 2.582], [2.044, -3.643, 0.904]],
  "forces_ev_per_a": [[0.9, 2.0, 0.1], [-0.1, 0.0, 0.0], [-0.1, -0.1, 0.0], [0.2, 0.2, -0.1], [-0.3, -0.6, 0.0], [-0.1, -0.4, 0.0], [-0.1, 0.1, 0.0], [0.1, 0.0, 0.0], [0.0, 0.0, 0.0], [0.0, 0.0, 0.0], [0.1, 0.0, 0.0], [-0.1, -0.4, -0.1], [0.0, 0.0, 0.0], [0.0, 0.0, 0.0], [0.0, 0.0, 0.0], [0.0, 0.0, 0.0], [0.0, 0.0, 0.0], [0.0, 0.0, 0.0], [0.0, 0.0, 0.0], [0.0, 0.0, 0.0], [0.0, 0.0, 0.0], [0.0, 0.0, 0.0], [0.1, 0.0, 0.0], [0.0, 0.0, 0.0], [0.0, 0.0, -0.1], [0.1, -0.4, 0.3], [-0.2, 0.0, 0.0], [-0.1, 0.0, 0.0], [0.0, 0.0, 0.0], [0.0, 0.0, -0.1], [0.1, 0.0, 0.0], [0.0, 0.0, 0.1], [0.1, 0.0, 0.0], [-0.3, 0.1, -0.2], [0.0, 0.0, 0.0], [0.0, 0.0, 0.0], [0.0, 0.0, 0.0], [0.0, 0.0, 0.0], [0.0, 0.0, 0.0], [0.0, 0.0, 0.0], [0.0, 0.0, 0.0], [0.0, 0.0, 0.0], [0.0, 0.0, 0.0], [0.0, 0.0, 0.0], [0.0, 0.0, 0.0], [0.0, 0.0, 0.0], [0.0, 0.0, 0.0], [0.0, 0.0, 0.0], [0.0, 0.0, 0.0], [0.0, 0.0, 0.0], [0.0, 0.0, 0.0], [0.0, 0.0, 0.0], [0.0, 0.0, 0.1], [0.0, 0.0, 0.0], [0.0, 0.0, 0.0], [0.0, 0.0, 0.0], [0.0, 0.0, 0.0], [0.0, 0.0, 0.0], [0.0, 0.0, 0.0], [0.0, 0.0, 0.0], [0.0, 0.0, 0.0], [0.0, 0.0, 0.0], [-0.1, 0.2, -0.1], [0.3, 0.0, 0.5], [-0.1, 0.0, -0.2], [0.1, 0.1, 0.0], [-0.2, 0.1, -0.3], [0.1, 0.0, 0.2], [0.0, -0.9, 0.1], [0.0, 0.0, 0.0], [0.0, 0.0, 0.0], [0.0, 0.0, 0.0], [0.0, 0.0, 0.0], [0.0, 0.0, 0.0], [0.0, 0.0, 0.0], [0.0, -0.1, 0.0], [-0.1, 0.1, 0.0], [0.0, 0.0, 0.0], [0.0, 0.0, 0.0], [0.0, 0.0, 0.0], [0.0, 0.0, 0.0], [0.1, 0.0, 0.0], [0.0, 0.0, 0.0], [0.0, 0.0, 0.0], [0.0, 0.0, 0.0], [0.0, 0.0, 0.0], [0.0, 0.0, 0.0], [0.0, 0.0, 0.0], [0.0, 0.0, 0.0], [0.0, 0.0, 0.0], [0.0, 0.0, 0.0], [0.0, 0.0, 0.0]],
  "multiplicity": 2,
  "homo_lumo_gap_ha": [0.27895, 0.24341],
  "e_tot_ev": -69180.1344,
  "s_squared": 0.76,
  "charge": 1,
  "e_homo_ha": [-0.39825, -0.39777]
}

# 2
{
  "formula": "C42H41NO2P2PbS2",
  "method": "ωB97M-V/def2-TZVPD",
  "symbols": ["Pb", "C", "C", "C", "C", "C", "C", "C", "C", "C", "H", "H", "H", "H", "H", "H", "H", "H", "H", "H", "H", "H", "H", "H", "H", "P", "P", "C", "C", "C", "C", "C", "C", "C", "C", "C", "C", "C", "C", "C", "C", "C", "C", "C", "C", "C", "C", "C", "C", "C", "C", "C", "C", "H", "H", "H", "H", "H", "H", "H", "H", "H", "H", "H", "H", "H", "H", "H", "H", "H", "H", "H", "H", "H", "H", "O", "S", "O", "N", "C", "S", "C", "C", "C", "C", "C", "C", "H", "H", "H", "H"],
  "coordinates": [[0.241, 1.977, -3.281], [-1.545, 1.466, -4.622], [-1.334, 0.234, -3.990], [-0.739, -0.978, -4.640], [0.546, -0.693, -5.388], [1.338, 0.463, -4.811], [1.469, 1.748, -5.334], [0.382, 2.622, -5.915], [-0.987, 1.935, -5.966], [1.613, 0.027, 2.300], [-2.412, 2.041, -4.271], [-1.943, 0.012, -3.114], [-1.436, -1.524, -5.295], [-0.570, -1.716, -3.842], [1.152, -1.599, -5.291], [0.377, -0.588, -6.459], [2.130, 0.104, -4.129], [2.489, 2.120, -5.489], [0.679, 3.000, -6.901], [0.307, 3.525, -5.277], [-1.708, 2.673, -6.343], [-0.957, 1.104, -6.685], [1.035, 0.950, 2.406], [2.375, 0.110, 3.076], [0.947, -0.836, 2.476], [-1.687, -0.576, 0.563], [2.397, -0.123, 0.712], [-0.201, -0.915, -0.417], [1.177, -0.821, -0.385], [-2.441, -2.279, 0.559], [-2.519, -3.116, -0.578], [-3.353, -4.237, -0.541], [-4.049, -4.567, 0.622], [-3.881, -3.804, 1.784], [-3.032, -2.689, 1.767], [-2.973, 0.400, -0.289], [-2.707, 1.766, -0.572], [-3.695, 2.674, -0.178], [-5.045, 2.320, -0.284], [-5.349, 0.966, -0.392], [-4.327, 0.017, -0.282], [3.915, -1.139, 0.736], [3.806, -2.517, 1.007], [4.951, -3.313, 1.090], [6.224, -2.756, 0.921], [6.335, -1.393, 0.636], [5.197, -0.588, 0.559], [2.898, 1.500, 0.034], [2.730, 2.716, 0.711], [2.990, 3.934, 0.067], [3.475, 3.961, -1.241], [3.687, 2.759, -1.921], [3.401, 1.547, -1.285], [-0.581, -1.445, -1.315], [1.655, -1.279, -1.267], [-1.975, -2.887, -1.500], [-3.467, -4.849, -1.435], [-4.706, -5.435, 0.647], [-4.408, -4.049, 2.708], [-2.869, -2.084, 2.669], [-1.744, 2.069, -1.033], [-3.423, 3.632, 0.264], [-5.824, 3.083, -0.212], [-6.388, 0.660, -0.510], [-4.591, -1.034, -0.221], [2.808, -2.952, 1.112], [4.848, -4.387, 1.254], [7.117, -3.385, 0.995], [7.316, -0.963, 0.436], [5.291, 0.475, 0.333], [2.445, 2.707, 1.758], [2.857, 4.874, 0.599], [3.727, 4.913, -1.717], [4.101, 2.773, -2.930], [3.578, 0.622, -1.834], [0.425, 2.891, 6.182], [0.569, 1.660, 5.440], [1.892, 1.111, 5.256], [-0.227, 1.652, 3.985], [-1.259, 0.819, 3.933], [-2.234, 0.642, 2.549], [-1.500, 0.098, 5.183], [-2.480, -0.841, 5.522], [-2.418, -1.467, 6.771], [-1.413, -1.122, 7.690], [-0.474, -0.131, 7.382], [-0.538, 0.455, 6.129], [-3.271, -1.067, 4.800], [-3.133, -2.253, 7.025], [-1.362, -1.618, 8.656], [0.286, 0.212, 8.077]],
  "forces_ev_per_a": [[0.9, 1.0, 4.1], [-1.3, -0.5, -0.6], [-1.3, 0.0, -1.3], [0.1, -0.7, 0.6], [-0.4, -0.4, 0.2], [1.3, -0.4, -0.9], [0.6, -0.7, -0.8], [0.0, -0.2, -0.8], [-0.6, -0.1, -0.6], [0.2, 0.0, 0.3], [0.5, 0.0, 0.2], [-0.1, 0.3, 0.0], [-0.3, 0.5, 0.1], [0.2, 0.2, -0.1], [0.3, 0.3, -0.1], [0.0, 0.4, 0.1], [0.2, 0.4, -0.8], [-0.3, 0.4, 1.1], [-0.1, -0.1, 0.0], [0.1, -0.1, -0.6], [0.2, -0.3, 0.0], [-0.1, 0.3, 0.2], [-0.2, -0.1, -0.3], [0.0, -0.2, 0.1], [0.4, 0.3, 0.0], [-0.5, -1.4, 0.2], [0.8, 0.8, 0.4], [1.8, -0.1, -1.4], [-2.0, -0.6, -1.2], [0.5, -0.2, 0.2], [-0.5, 0.3, 0.4], [0.3, 0.2, -0.1], [0.0, 0.2, 0.4], [0.3, 0.1, -0.1], [-0.3, 0.2, -0.3], [-0.1, 0.6, -1.5], [0.2, -0.4, 1.0], [0.0, 0.5, -0.9], [0.4, -0.5, 0.8], [-0.1, 0.1, -0.4], [0.0, -0.2, 0.2], [0.0, -0.5, 0.1], [-0.1, 0.2, -0.2], [-0.1, -0.1, 0.0], [-0.4, 0.2, -0.1], [-0.1, -0.1, 0.0], [-0.3, 0.2, -0.2], [-0.1, 0.4, -0.7], [0.0, -0.2, 0.0], [0.2, -0.1, 0.0], [-0.1, -0.1, 0.1], [0.0, -0.2, 0.3], [-0.2, -0.1, -0.1], [0.6, 0.2, 0.3], [-0.1, 0.2, 0.4], [-0.3, 0.0, 0.3], [0.1, 0.1, 0.3], [0.1, 0.2, -0.1], [0.2, -0.1, -0.3], [-0.3, -0.3, -0.4], [-0.2, 0.1, 1.4], [0.1, 0.3, -1.1], [0.3, -0.3, 0.2], [0.3, -0.1, 0.1], [0.0, 0.1, 0.3], [0.4, -0.1, 0.1], [0.0, 0.3, 0.1], [-0.4, 0.3, -0.1], [-0.3, 0.0, 0.2], [0.1, -0.3, 0.1], [-0.2, 0.1, -0.1], [0.0, -0.3, 0.0], [-0.2, -0.3, 0.2], [-0.1, -0.1, 0.3], [0.0, 0.1, 0.1], [0.1, -0.7, -1.1], [-0.8, -0.2, 1.3], [-0.4, 0.2, -0.3], [-0.7, 0.1, -1.1], [1.5, 1.2, 0.6], [-0.5, 0.8, 0.5], [0.0, -0.5, 1.1], [0.2, 0.1, -0.2], [0.3, 0.1, 0.0], [-0.1, 0.1, -0.2], [-0.2, 0.2, -0.2], [0.0, -0.7, 0.3], [0.2, 0.0, 0.3], [0.2, 0.4, -0.1], [-0.1, 0.1, -0.2], [-0.1, -0.3, 0.1]],
  "homo_lumo_gap_ha": [0.25015, 0.15638],
  "e_tot_ev": -95278.6523,
  "charge": 2,
  "e_homo_ha": [-0.47219, -0.41828]
}